1.
Here is a molecular structure, C52H41Cl5FeN4OP2STe from the Open Molecules 2025 dataset. Energies are from ωB97M-V/def2-TZVPD.

```
108
C52H41Cl5FeN4OP2STe, DFT ωB97M-V/def2-TZVPD
Fe 0.25106 1.26633 1.15907
Cl 4.20390 3.59815 3.23287
C 3.12402 2.46296 3.99235
C 3.21684 2.26075 5.37917
C 2.38924 1.39352 6.02744
Cl 2.55411 1.16707 7.76169
C 1.40512 0.67342 5.30585
C 0.46876 -0.22439 5.86410
C -0.42242 -0.87025 5.05452
C -0.39500 -0.61511 3.66888
N 0.44302 0.23515 3.13636
C 1.33893 0.87677 3.91754
C 2.19842 1.79129 3.19662
O 2.07846 1.90617 1.93261
H 3.96543 2.80719 5.93730
H 0.46843 -0.38946 6.93387
H -1.15159 -1.56107 5.45591
H -1.07203 -1.12515 2.98891
Te -2.65253 -3.12719 0.82621
C -3.34542 -4.00257 -0.98055
C -4.25815 -3.34105 -1.79575
C -4.62637 -3.91477 -3.00333
N -4.16332 -5.08677 -3.44596
C -3.28781 -5.71138 -2.65873
C -2.85113 -5.21816 -1.43563
C -1.39513 -1.71125 0.03956
P -1.71101 0.02404 0.21807
C -1.94529 0.69844 -1.48987
C -2.28661 -0.14418 -2.54245
C -2.44575 0.35669 -3.82865
C -2.25052 1.70903 -4.07552
C -1.89770 2.55623 -3.03385
C -1.74782 2.05372 -1.74812
C -3.41399 0.26493 0.88284
C -4.52449 0.34471 0.04948
C -5.80552 0.45997 0.57639
C -5.99514 0.50669 1.94939
C -4.89281 0.44691 2.79200
C -3.61808 0.33215 2.25821
P 0.39313 -1.86800 0.07885
C 0.88258 -2.22774 -1.65623
C 0.00386 -2.80565 -2.57056
C 0.40185 -3.04435 -3.87977
C 1.68208 -2.69295 -4.29232
C 2.55944 -2.10355 -3.39304
C 2.16195 -1.87557 -2.08178
C 0.79787 -3.48791 0.86395
C 1.04348 -4.66254 0.16075
C 1.34199 -5.84512 0.83071
C 1.41132 -5.87050 2.21575
C 1.18888 -4.69843 2.93029
C 0.89140 -3.52509 2.25555
H -4.67062 -2.38421 -1.49784
H -5.33225 -3.40554 -3.65171
H -2.90362 -6.65690 -3.02883
H -2.11794 -5.76651 -0.85640
H -2.39605 -1.20475 -2.34285
H -2.69944 -0.31503 -4.64085
H -2.33265 2.09485 -5.08427
H -1.70922 3.60487 -3.22531
H -1.46208 2.72535 -0.94597
H -4.39452 0.31809 -1.02528
H -6.65541 0.52109 -0.09317
H -6.99292 0.60426 2.36023
H -5.02144 0.50346 3.86566
H -2.76785 0.32100 2.92866
H -1.00258 -3.05304 -2.24825
H -0.29330 -3.49260 -4.58059
H 1.98202 -2.84216 -5.32267
H 3.53926 -1.78102 -3.72144
H 2.83686 -1.38270 -1.39075
H 0.99757 -4.65857 -0.92204
H 1.52268 -6.74964 0.26153
H 1.64639 -6.79171 2.73516
H 1.25782 -4.69611 4.01132
H 0.73769 -2.61188 2.81989
Cl 6.24766 -0.01213 1.73036
C 4.62867 0.35603 1.04752
Cl 3.43224 -0.87520 1.43397
H 4.71265 0.40999 -0.03159
H 4.28094 1.29592 1.46096
C 0.96076 7.33244 2.24520
C 0.71909 5.96170 1.68057
C 1.42197 5.51843 0.56519
C 1.17027 4.23047 0.14848
N 0.29586 3.45930 0.78471
C -0.34871 3.95059 1.86690
S -1.39985 2.81686 2.62632
N -0.16699 5.20680 2.32042
H 1.10919 8.06904 1.45449
H 1.86298 7.31761 2.86156
H 0.12096 7.62340 2.87332
H 2.13957 6.14253 0.05168
H 1.66094 3.77627 -0.70610
Cl 4.72771 3.16948 -2.41291
C 3.44010 2.43299 -3.38334
C 3.53071 2.55420 -4.75291
C 2.56456 2.00390 -5.58959
C 1.50161 1.32764 -4.96698
C 1.41081 1.20462 -3.60342
C 2.37958 1.75927 -2.69208
C 2.29847 1.65512 -1.31297
H 4.37864 3.08834 -5.16762
H 2.62514 2.11397 -6.66397
H 0.72705 0.87071 -5.57607
H 0.57561 0.65926 -3.17304
H 1.47524 1.14271 -0.82153
H 3.03825 2.09501 -0.66271
```

energy relative to the best compared isomer or geometry (same formula, charge and spin): 0.0 kJ/mol
Kohn-Sham gap (alpha / beta): 4.24 / 4.23 eV
total charge: -2
HOMO energy (alpha / beta): -0.69 / -0.68 eV
expectation value of S²: 6.0134
E_tot: -7214.10946 a.u.
multiplicity: 5

Atom charges from the Löwdin analysis, given in e for atoms 1 to 4: atom 1 (Fe): 0.57, atom 2 (Cl): 0.67, atom 3 (C): -0.57, atom 4 (C): -0.14

***

2.
Here is a molecular structure, C52H42F15GeN2OPRuS3Sb from the Open Molecules 2025 dataset. Energies are from ωB97M-V/def2-TZVPD.

```
119
C52H42F15GeN2OPRuS3Sb, DFT ωB97M-V/def2-TZVPD
Ru -0.47720 0.26580 0.07060
S 1.84550 0.11750 0.58540
C 1.88490 -0.54430 2.16670
C 3.15680 -0.82680 2.70640
N 4.19130 -1.10830 3.10950
C 0.74240 -0.87920 2.87610
S -0.83230 -0.67850 2.24710
C 0.82570 -1.43900 4.16740
N 0.86670 -1.91280 5.20990
C -5.86230 -0.10720 1.24110
C -4.39520 -0.29680 1.57190
C -4.15140 -1.69530 2.12160
C -3.93500 0.76790 2.55630
Sb -3.10660 -0.03230 -0.31710
C -3.66690 -1.76850 -1.70190
C -5.15510 -1.80250 -1.98650
C -3.25000 -3.05560 -1.00920
C -2.87260 -1.56970 -2.98370
C -3.75590 1.92590 -1.33580
C -5.15610 1.83470 -1.90710
C -2.74780 2.16980 -2.44410
C -3.70190 3.02150 -0.28830
H -6.44910 -0.28270 2.14120
H -6.20100 -0.80760 0.48400
H -6.06620 0.90550 0.90710
H -4.46730 -1.73690 3.16400
H -3.09780 -1.97240 2.08750
H -4.73060 -2.43790 1.57700
H -4.44840 0.63080 3.50760
H -4.16550 1.76830 2.19620
H -2.86390 0.70310 2.74650
H -5.71780 -2.07250 -1.09780
H -5.34320 -2.56500 -2.74240
H -5.53560 -0.86220 -2.37070
H -3.90780 -3.28060 -0.17330
H -2.22230 -2.99860 -0.65550
H -3.31740 -3.88210 -1.71790
H -3.21520 -0.69800 -3.54150
H -3.01190 -2.44220 -3.62310
H -1.80460 -1.48070 -2.76700
H -5.23070 1.08050 -2.68430
H -5.40580 2.79610 -2.35620
H -5.89590 1.63110 -1.13970
H -2.78920 1.39100 -3.20280
H -1.72900 2.23100 -2.05650
H -2.97800 3.11280 -2.93710
H -4.54810 2.94180 0.38910
H -3.75800 3.99660 -0.77450
H -2.77270 2.99710 0.28600
F -1.45510 4.43610 2.57140
C -0.41810 5.20100 2.95100
C 0.59640 5.38490 2.02930
C 1.69470 6.13630 2.40030
F 2.70110 6.25440 1.52450
C 1.76630 6.74340 3.64990
F 2.81810 7.48100 3.98640
C 0.71840 6.57110 4.55440
F 0.77370 7.14500 5.74780
C -0.38060 5.78290 4.20960
F -1.36870 5.60170 5.07950
Ge 0.32090 4.69130 0.18930
S -0.28250 2.58430 0.21170
C -1.22930 5.66130 -0.62230
C -1.40450 5.42460 -1.97270
F -0.56170 4.54300 -2.55240
C -2.37980 6.05440 -2.72790
F -2.51970 5.78050 -4.02570
C -3.20870 6.98520 -2.10250
F -4.13960 7.62130 -2.80070
C -3.04410 7.25780 -0.74500
F -3.81150 8.16590 -0.15520
C -2.06040 6.58770 -0.02200
F -1.89770 6.86330 1.27260
C 1.76920 5.28450 -1.04780
C 2.61540 4.46200 -1.76150
F 2.51460 3.14030 -1.57370
C 3.53630 4.97960 -2.66690
F 4.34830 4.17790 -3.35240
C 3.59710 6.35720 -2.86780
F 4.46590 6.86410 -3.73100
C 2.73910 7.20470 -2.16670
F 2.77220 8.51700 -2.36700
C 1.84360 6.64610 -1.26800
F 0.99610 7.42070 -0.57160
O -0.21530 -2.06440 -0.62790
P 0.60260 -2.80480 -1.64700
C 2.07820 -3.55370 -0.91110
C 2.29690 -3.37260 0.44670
C 3.38480 -3.95790 1.06610
C 4.24520 -4.74870 0.32250
C 4.01540 -4.95750 -1.02970
C 2.93520 -4.35960 -1.65140
C 1.06920 -1.65260 -2.97600
C 0.77780 -0.30220 -2.82300
C 1.11790 0.61170 -3.80200
C 1.75500 0.17410 -4.95250
C 2.06050 -1.16650 -5.10960
C 1.72110 -2.07850 -4.12790
C -0.34550 -4.21140 -2.30150
C -0.60130 -5.21790 -1.37400
C -1.39130 -6.29820 -1.72020
C -1.91660 -6.38890 -3.00140
C -1.64150 -5.39780 -3.93080
C -0.86190 -4.30480 -3.58470
H 1.58140 -2.79640 1.01300
H 3.55850 -3.79640 2.11940
H 5.09060 -5.21650 0.80100
H 4.67820 -5.59420 -1.59750
H 2.74790 -4.54660 -2.69770
H 0.25550 0.06270 -1.90900
H 0.88670 1.65790 -3.67220
H 2.02640 0.88060 -5.71970
H 2.56380 -1.50530 -6.00050
H 1.95580 -3.12200 -4.25940
H -0.19880 -5.12660 -0.37430
H -1.60360 -7.06960 -0.99540
H -2.53800 -7.23060 -3.27220
H -2.03890 -5.46860 -4.93250
H -0.64880 -3.53930 -4.31470
```

energy relative to the best compared isomer or geometry (same formula, charge and spin): 81.4 kJ/mol
Kohn-Sham gap (alpha / beta): 6.85 / 5.73 eV
total charge: +1
HOMO energy (alpha / beta): -11.15 / -11.67 eV
expectation value of S²: 6.0509
E_tot: -7637.11552 a.u.
multiplicity: 5

Atom charges from the Löwdin analysis, given in e for atoms 1 to 4: atom 1 (Ru): 0.34, atom 2 (S): 0.77, atom 3 (C): -0.69, atom 4 (C): -0.27

***

3.
Here is a molecular structure, C52H43CaN4O5P2S7 from the Open Molecules 2025 dataset. Energies are from ωB97M-V/def2-TZVPD.

```
114
C52H43CaN4O5P2S7, DFT ωB97M-V/def2-TZVPD
Ca 0.11499 -0.22132 1.27297
O -1.18737 0.98670 2.62473
N -2.16192 0.77946 3.48896
C -2.59708 1.87187 4.16070
C -3.61004 1.81087 5.07132
C -4.19940 0.55663 5.29820
C -3.74663 -0.53573 4.61918
C -2.68405 -0.48692 3.66762
S -2.07386 -1.82461 2.83612
H -2.05906 2.76870 3.89129
H -3.92460 2.70868 5.58242
H -5.01026 0.45136 6.00821
H -4.18635 -1.51134 4.77640
O -1.55232 -0.70519 -0.14499
P -1.61618 -0.71475 -1.65304
C -0.34863 0.41755 -2.26081
P -0.29726 1.99796 -1.33759
O 0.26168 1.90082 0.05589
C 0.69190 3.10042 -2.35641
C 0.55194 3.21609 -3.73883
C 1.34626 4.10224 -4.44876
C 2.29282 4.87036 -3.78207
C 2.44394 4.75067 -2.40895
C 1.64551 3.86793 -1.69383
C -1.95000 2.70400 -1.23588
C -2.48497 2.82592 0.04547
C -3.73303 3.41596 0.21145
C -4.43896 3.88222 -0.88603
C -3.90660 3.75696 -2.16477
C -2.66318 3.17351 -2.33706
C -1.44223 -2.31917 -2.39960
C -1.24106 -2.43645 -3.71199
C -1.09328 -3.77415 -4.38437
C -1.81603 -4.88480 -3.59851
C -1.74527 -4.70224 -2.10197
C -1.63682 -3.50774 -1.53903
C -3.22508 -0.09794 -2.19181
C -3.55625 0.08841 -3.53315
C -4.82346 0.52050 -3.88556
C -5.77342 0.75908 -2.89723
C -5.45081 0.56598 -1.56411
C -4.17748 0.13659 -1.20644
H -0.40788 0.58645 -3.33740
H 0.61209 -0.06452 -1.99946
H -0.16482 2.60816 -4.27742
H 1.23535 4.18466 -5.52196
H 2.91834 5.55712 -4.33793
H 3.18907 5.33751 -1.88745
H 1.76209 3.76195 -0.62259
H -1.93377 2.44057 0.89794
H -4.15271 3.50080 1.20610
H -5.41148 4.33943 -0.75161
H -4.46151 4.10813 -3.02503
H -2.26159 3.07777 -3.33860
H -1.04674 -1.56729 -4.33212
H -1.50078 -3.74975 -5.39715
H -2.87630 -4.82487 -3.87122
H -1.89280 -5.58120 -1.48505
H -1.66639 -3.38263 -0.46517
H -2.83380 -0.11738 -4.31430
H -5.07512 0.66042 -4.92898
H -6.76628 1.09184 -3.17235
H -6.18834 0.75039 -0.79352
H -3.91096 -0.02155 -0.16792
N 2.59574 2.50437 4.55024
C 3.26832 2.96037 3.42647
C 4.18722 3.98912 3.23401
C 4.65992 4.15366 1.94559
C 4.22816 3.32503 0.89242
C 3.31587 2.30942 1.09749
C 2.84056 2.12809 2.39508
N 1.93203 1.18268 2.88084
C 1.82877 1.44529 4.14472
C 0.94056 0.74082 5.08120
C 0.36180 1.28593 6.18439
S -0.64541 0.12298 6.91300
C -0.20545 -1.00510 5.70744
N 0.62964 -0.56708 4.81511
H 2.69762 2.82334 5.49662
H 4.51862 4.62479 4.04443
H 5.37939 4.93699 1.74368
H 4.62557 3.48257 -0.10246
H 2.96653 1.67296 0.29502
H 0.43197 2.29479 6.55420
H -0.62249 -2.00140 5.68470
C 2.92736 -2.96961 3.31797
C 2.44072 -2.16326 2.13890
O 1.24451 -1.88603 2.11531
C 3.38431 -1.73988 1.09857
C 4.71648 -2.18932 1.17622
C 5.65107 -1.88881 0.21605
C 5.24650 -1.10987 -0.88129
C 3.96148 -0.65229 -0.99339
C 2.97629 -0.93539 -0.00873
O 1.78811 -0.45676 -0.14281
H 2.07510 -3.15754 3.96516
H 3.69263 -2.42131 3.87044
H 3.36346 -3.91617 2.99455
H 5.01318 -2.80349 2.01615
H 6.66458 -2.25739 0.29524
H 5.96133 -0.87418 -1.66224
H 3.64307 -0.06988 -1.84953
C 2.99726 -6.05946 -0.77479
S 1.20846 -6.22298 -0.90960
C 0.86958 -5.66586 -2.53848
C 1.16467 -4.39458 -2.98807
S 1.85292 -3.12399 -2.10678
S 0.66501 -4.02254 -4.67563
C -1.38685 -6.26082 -4.06832
S -2.28989 -7.11804 -5.15092
S 0.07557 -6.90757 -3.49218
H 3.25008 -6.35054 0.24599
H 3.29776 -5.02713 -0.94798
H 3.50851 -6.72606 -1.46896
```

energy relative to the best compared isomer or geometry (same formula, charge and spin): 88.2 kJ/mol
Kohn-Sham gap: 5.62 eV
total charge: -1
HOMO energy: -3.80 eV
E_tot: -6750.52879 a.u.

Atom charges from the Löwdin analysis, given in e for atoms 1 to 4: atom 1 (Ca): 1.30, atom 2 (O): -0.34, atom 3 (N): -0.21, atom 4 (C): -0.06

***

4.
Here is a molecular structure, C52H43N5O2PtS from the Open Molecules 2025 dataset. Energies are from ωB97M-V/def2-TZVPD.

```
104
C52H43N5O2PtS, DFT ωB97M-V/def2-TZVPD
Pt 0.22562 -0.68953 0.30771
O 0.01966 -0.46621 2.21008
C 1.10239 -0.17998 3.05860
C 2.36426 -0.91404 2.53939
C 2.95258 -0.22699 1.34441
C 4.29590 0.10436 1.32497
C 4.84465 0.67103 0.18806
C 4.01986 0.92300 -0.89327
C 2.66909 0.63682 -0.80358
C 1.74947 0.97034 -1.93536
C 1.05697 -0.28710 -2.51427
O 0.11924 -0.79489 -1.61248
C 2.15648 -1.32178 -2.84801
C 2.37077 -2.42697 -2.03452
C 3.36392 -3.34704 -2.34396
C 4.14353 -3.17235 -3.47563
C 3.94309 -2.06207 -4.28358
C 2.95306 -1.14231 -3.97526
C 0.29183 0.01870 -3.80877
C -0.37749 -1.04618 -4.41029
C -1.04764 -0.87077 -5.60840
C -1.05942 0.37606 -6.22238
C -0.42766 1.44484 -5.61097
C 0.24556 1.27042 -4.40581
N 2.15404 0.06001 0.29711
C 0.66970 -0.67912 4.44360
C -0.23246 0.09341 5.17198
C -0.73710 -0.36546 6.37778
C -0.35833 -1.61083 6.86094
C 0.53947 -2.38222 6.14126
C 1.04714 -1.92232 4.93288
C 1.41916 1.32336 3.13250
C 0.83458 2.23798 2.26623
C 1.13916 3.58991 2.36829
C 2.02550 4.03428 3.33626
C 2.63038 3.11899 4.18627
C 2.32706 1.77080 4.08769
H 2.06385 -1.92835 2.25766
H 3.11455 -0.97723 3.32383
H 4.90562 -0.10498 2.19165
H 5.89950 0.90571 0.14409
H 4.41572 1.34900 -1.80369
H 2.32214 1.46118 -2.71777
H 0.97586 1.65771 -1.57550
H 1.74788 -2.58148 -1.16285
H 3.52279 -4.20498 -1.70323
H 4.89536 -3.90529 -3.73538
H 4.55327 -1.91581 -5.16502
H 2.78825 -0.29146 -4.62533
H -0.35496 -2.01829 -3.93238
H -1.54483 -1.71162 -6.07466
H -1.55324 0.51071 -7.17532
H -0.44499 2.42334 -6.07278
H 0.73257 2.12666 -3.95644
H -0.53966 1.06143 4.79577
H -1.42603 0.25020 6.94122
H -0.76545 -1.98142 7.79217
H 0.84633 -3.34944 6.51714
H 1.74443 -2.54732 4.38909
H 0.12212 1.89982 1.52321
H 0.67458 4.30107 1.69675
H 2.23748 5.09013 3.43724
H 3.33280 3.45481 4.93756
H 2.78274 1.06265 4.77011
N -1.74590 1.92206 -0.84767
C -2.95435 1.30186 -0.70088
C -4.13748 1.96706 -0.38122
C -5.36582 1.39611 -0.14459
C -5.14583 -1.01379 0.83750
C -4.02455 -1.88631 0.36383
C -3.92310 -3.23164 0.25892
C -2.63467 -3.79192 0.17098
C -1.50052 -2.96709 0.26026
N -1.53860 -1.66018 0.32752
C -2.82268 -0.98441 0.32449
H -1.10242 1.44006 -1.46074
H -1.72796 2.93001 -0.87553
H -4.07727 3.04551 -0.28516
H -6.17243 2.04031 0.18578
H -5.96360 -1.58093 1.28304
H -4.79759 -3.86946 0.29508
H -2.50100 -4.85966 0.08301
H -0.52209 -3.43153 0.28038
S -7.51880 -0.15171 -0.34600
C -5.68714 -0.07376 -0.34717
C -5.13891 -0.45215 -1.71143
C -3.82881 -0.45573 -1.91662
N -2.89144 -0.11330 -0.88455
C -3.08478 -0.18332 1.60060
C -4.38346 -0.19656 1.87007
C -7.97252 -1.81448 -0.57764
C -7.17465 -2.81445 -1.14263
C -7.73302 -4.07247 -1.29672
N -8.98164 -4.34943 -0.93022
C -9.73914 -3.41567 -0.37150
C -9.28503 -2.11862 -0.17953
H -5.82933 -0.53538 -2.54196
H -3.40027 -0.58139 -2.90577
H -2.28453 0.30278 2.14154
H -4.88500 0.30139 2.68690
H -6.16531 -2.62449 -1.47818
H -7.16956 -4.87583 -1.75552
H -10.74366 -3.70438 -0.08909
H -9.92918 -1.36397 0.25369
```

energy relative to the best compared isomer or geometry (same formula, charge and spin): 261.9 kJ/mol
Kohn-Sham gap (alpha / beta): 6.57 / 3.40 eV
total charge: +2
HOMO energy (alpha / beta): -11.80 / -12.81 eV
expectation value of S²: 6.0804
E_tot: -2948.42048 a.u.
multiplicity: 5

Atom charges from the Löwdin analysis, given in e for atoms 1 to 4: atom 1 (Pt): 1.43, atom 2 (O): -0.28, atom 3 (C): -0.45, atom 4 (C): -0.06

***

- The highest E_tot belongs to which entry?
  C52H43N5O2PtS